Formula: C4H10N3
Source: OMol25
Level of theory: the ωB97M-V functional and the def2-TZVPD basis

```
17
Properties=species:S:1:pos:R:3:forces:R:3
C 1.46418 -0.08670 -0.10088 -1.3 -0.1 2.5
C -0.23579 1.12869 -0.87454 -1.9 1.8 -0.5
C -0.90362 0.72998 0.42022 1.1 1.1 0.9
C 2.59722 -0.68026 0.40381 -0.5 -2.5 2.5
N 0.95882 0.51277 -0.95169 1.4 -0.6 -2.8
N -0.07355 0.20640 1.22374 1.1 -0.7 1.1
N -2.19717 -0.71951 -0.36762 -1.4 -1.9 -2.8
H -0.85359 0.80379 -1.68042 -0.4 0.6 -0.9
H 0.08583 2.19203 -0.91136 -1.3 -0.1 0.0
H -1.78007 1.29029 0.66514 -0.4 0.1 0.4
H 2.38610 -1.57149 1.01533 0.1 -0.2 -0.9
H 3.00096 -0.07057 1.12085 1.0 2.0 1.9
H 3.31457 -0.72365 -0.31615 2.0 -0.9 -2.2
H -0.23411 0.07978 2.25076 -0.1 0.1 -1.5
H -1.75046 -1.44445 -1.00951 -0.3 1.1 1.0
H -2.92248 -0.33385 -1.01261 0.9 0.3 0.2
H -2.85682 -1.31327 0.12493 0.3 -0.2 1.1
```
Forces are in eV/Å.

Net charge = +1
Orbital gap = 11.64 eV
Relative energy (zero: lowest compared OMol25 entry of this formula, charge and spin) = 75.3 kcal per mole

=====

Formula: C37H63FN13O2
Source: OMol25
Level of theory: the ωB97M-V functional and the def2-TZVPD basis

```
116
Properties=species:S:1:pos:R:3:forces:R:3
C 0.82881 -0.31372 3.45874 -0.2 -0.4 -0.9
C -0.16316 0.79707 3.08243 -0.1 -0.7 0.6
C -1.46642 0.91280 3.95858 1.5 2.3 0.7
C -1.72931 2.42549 4.02170 -1.4 -0.4 0.0
C -1.99487 3.02674 2.61101 0.6 0.3 0.4
C -0.82005 3.86883 2.06734 -0.8 -0.6 -0.5
C -1.23430 4.69361 0.84603 0.5 -0.2 -0.1
C -1.47093 3.85130 -0.42804 0.3 1.0 -0.2
C -0.19707 3.60455 -1.26736 -0.7 -0.9 -0.3
C 0.41254 2.20035 -1.04938 0.1 0.6 -0.6
C 1.88033 2.07067 -1.48637 -0.1 -0.3 0.8
C 2.82084 3.13068 -0.89099 0.9 -1.0 -0.4
O 3.82972 2.49532 -0.07943 -0.2 0.4 0.2
C 3.74551 2.97562 1.24726 -0.1 -0.2 0.2
C -1.32943 0.16481 5.27832 -2.0 0.3 0.4
N -1.81735 -1.21837 4.87010 2.4 -0.2 -0.3
C -2.33058 -1.08244 3.61045 -0.2 1.2 1.3
N -2.43317 -2.02450 2.71050 -0.4 -0.2 0.0
C -2.95255 -1.81717 1.38402 0.0 -0.2 -0.8
C -1.82431 -1.89466 0.36470 0.7 0.1 0.4
O -0.67780 -1.93695 0.63910 0.0 -0.1 0.0
F -2.22350 -1.88166 -0.91013 -0.5 0.0 0.1
N -2.67991 0.22697 3.49018 0.1 -1.1 -1.6
H 1.23548 -0.23234 4.46403 -0.1 0.1 0.0
H 0.34921 -1.28703 3.31067 0.3 -0.1 0.2
H 1.68496 -0.31250 2.77195 -0.2 0.2 0.2
H -0.44895 0.70921 2.03081 0.1 0.1 0.0
H 0.36022 1.73957 3.21945 0.0 0.0 -0.2
H -0.94196 2.95875 4.55281 0.2 -0.1 -0.1
H -2.64444 2.59604 4.60003 0.1 -0.1 0.2
H -2.91170 3.61346 2.68085 0.1 0.2 -0.2
H -2.17075 2.25479 1.85370 -0.2 -0.1 0.2
H -0.09876 3.13526 1.69794 0.4 0.3 0.2
H -0.36163 4.45596 2.86285 -0.1 0.1 -0.1
H -2.10415 5.32794 1.02873 0.0 -0.1 0.3
H -0.40063 5.36575 0.62227 -0.2 0.1 0.0
H -1.99721 2.91075 -0.24068 0.0 0.0 0.1
H -2.12823 4.45443 -1.05880 -0.2 -0.2 0.1
H -0.52733 3.62944 -2.30932 0.3 0.2 -0.1
H 0.51932 4.41620 -1.15251 0.0 0.0 0.1
H -0.15641 1.51578 -1.68843 -0.2 -0.2 0.4
H 0.27558 1.90318 -0.00430 0.2 -0.1 0.0
H 1.97616 2.01138 -2.57155 -0.1 0.3 0.0
H 2.24613 1.11041 -1.10482 0.1 0.0 -0.1
H 2.31159 3.85775 -0.26172 -0.2 0.2 -0.3
H 3.36833 3.59563 -1.71283 -0.2 0.5 0.1
H 3.89193 4.05950 1.32254 -0.1 0.0 -0.2
H 4.50061 2.50595 1.87364 0.0 -0.2 -0.2
H 2.75376 2.71375 1.64417 0.1 0.1 0.3
H -2.06995 0.50036 6.00951 0.0 0.3 -0.2
H -0.37522 0.21273 5.78724 0.2 -0.5 -0.4
H -0.96700 -1.77493 4.91721 -0.6 -0.9 -0.1
H -2.09993 -2.96995 2.93022 0.0 0.2 0.1
H -3.70234 -2.57737 1.15822 0.0 0.0 -0.1
H -3.43040 -0.85035 1.23513 -0.1 0.0 0.2
H -3.10802 0.54572 2.63350 0.2 0.1 -0.1
C -0.46062 -4.98426 -0.79488 0.0 0.0 0.0
C 0.12017 -6.31737 -0.88996 -0.1 0.2 0.2
N 0.58902 -7.36089 -0.94625 0.0 -0.2 0.0
H -1.53160 -5.06048 -0.61058 0.0 0.0 0.0
H 0.00576 -4.43540 0.02123 0.0 0.0 0.0
H -0.29751 -4.44345 -1.72560 0.0 0.0 0.0
C 4.94788 -1.03572 -0.25284 0.0 0.1 0.1
C 4.44429 -0.49589 1.00428 0.0 -0.1 -0.1
N 4.04754 -0.07354 1.99443 -0.1 -0.1 0.1
H 4.98696 -0.25277 -1.00807 0.0 0.0 0.2
H 5.94854 -1.43681 -0.10358 0.0 0.0 0.0
H 4.29476 -1.83429 -0.60140 0.0 0.0 0.0
C -5.42028 -0.99856 -2.69059 0.0 0.0 0.0
C -5.40508 0.38016 -2.21271 0.0 -0.1 -0.1
N -5.39772 1.46119 -1.83131 0.1 0.1 0.1
H -5.07911 -1.65946 -1.89596 0.0 -0.1 0.0
H -6.42902 -1.28322 -2.98220 0.0 0.0 0.0
H -4.75977 -1.10281 -3.54889 0.0 0.0 0.0
C -4.02500 -5.83133 3.37074 0.0 0.0 0.0
C -2.70047 -5.22094 3.37728 0.0 -0.3 0.1
N -1.65378 -4.74661 3.39814 -0.1 0.1 -0.1
H -4.34319 -6.01424 2.34615 0.0 0.0 0.0
H -3.99460 -6.77696 3.90851 0.0 0.0 0.0
H -4.73875 -5.16793 3.85603 0.0 0.0 0.0
C 1.41442 2.33978 -5.82052 0.3 0.1 -0.2
C 1.45166 3.67886 -5.24380 -0.6 -0.3 0.4
N 1.49114 4.77582 -4.88318 -3.0 -3.1 3.1
H 1.71282 1.61065 -5.06665 0.0 0.0 0.0
H 0.39778 2.11467 -6.14101 0.0 0.0 0.0
H 2.08299 2.24300 -6.68455 -0.1 0.0 0.1
C 4.41896 7.54384 -6.81011 0.0 0.0 0.1
C 3.42051 6.59182 -6.33122 0.0 0.0 0.2
N 2.63995 5.83742 -5.94221 3.4 3.2 -3.6
H 3.92615 8.35742 -7.33828 0.0 0.0 0.0
H 4.97599 7.94996 -5.96766 0.0 0.0 0.0
H 5.10904 7.04440 -7.48688 0.0 0.0 0.0
C 3.62894 -7.62162 -2.32515 0.0 0.1 0.0
C 4.47010 -6.43059 -2.25546 0.0 -0.2 -0.1
N 5.12982 -5.49381 -2.20383 0.0 0.2 0.0
H 3.50087 -7.92451 -3.36296 0.0 0.0 0.0
H 4.08825 -8.43733 -1.77096 0.0 0.0 0.0
H 2.65654 -7.39558 -1.89213 0.1 -0.1 0.0
C -1.01509 -7.59551 -4.12377 0.0 0.0 0.0
C -0.45662 -7.54345 -5.47061 -0.1 0.0 0.1
N -0.01838 -7.49908 -6.52863 0.1 0.0 -0.1
H -1.64562 -8.47590 -4.01797 0.0 0.0 0.0
H -0.21591 -7.63618 -3.38729 0.0 -0.1 0.0
H -1.61594 -6.70552 -3.94083 0.0 0.0 0.0
C 2.81170 -1.26198 -3.98028 0.1 0.0 0.0
C 3.96092 -0.48740 -3.52608 -0.1 0.0 -0.1
N 4.86388 0.11655 -3.16040 0.0 0.1 -0.2
H 3.15255 -2.15643 -4.49837 0.0 0.0 0.0
H 2.20400 -1.55367 -3.12501 0.0 0.0 0.0
H 2.20738 -0.66464 -4.65996 0.0 0.0 0.0
C -4.15983 3.24995 7.86342 0.0 0.1 0.0
C -3.34836 4.22082 7.13523 -0.1 -0.1 0.1
N -2.71017 4.98328 6.56433 0.1 0.0 -0.1
H -3.88710 2.23990 7.56297 0.0 0.0 0.0
H -3.99480 3.35975 8.93317 0.0 0.0 0.0
H -5.21355 3.41368 7.64729 0.0 0.0 0.0
```
Forces are in eV/Å.

Net charge = +1
Orbital gap = 6.90 eV

=====

Formula: C4H10N3
Source: OMol25
Level of theory: the ωB97M-V functional and the def2-TZVPD basis

```
17
Properties=species:S:1:pos:R:3:forces:R:3
C -0.25066 -0.12604 2.80692 0.1 -0.7 0.8
C -1.31269 0.21432 -1.58886 -1.3 2.3 -2.5
C 1.61392 -0.85796 -0.89049 -0.9 -0.9 1.0
C 0.06734 0.76945 -1.45195 0.8 -3.5 -1.6
N -0.89042 -0.99031 3.31130 0.0 2.3 -1.5
N 0.38896 0.75357 2.19721 -0.5 -0.6 -0.3
N 0.86043 0.02308 -0.45972 -1.2 2.6 -0.3
H 0.59137 1.60350 2.69059 0.1 0.3 0.3
H -1.55993 0.27148 -2.69747 0.2 -0.7 1.3
H -1.34739 -0.73464 -1.19932 -0.4 -2.5 0.5
H -2.13391 0.79143 -1.15968 0.4 0.1 0.5
H 1.99001 -1.58651 -0.26705 1.6 -1.1 1.4
H 1.49461 -1.03471 -1.88822 0.6 -0.6 -2.8
H 0.08438 1.72993 -1.24729 0.1 4.7 1.4
H 0.61622 0.67868 -2.40255 -0.2 -0.1 0.3
H 0.72204 0.35808 0.51493 0.2 -0.5 0.8
H -0.93426 -1.86335 3.73164 0.2 -1.4 0.8
```
Forces are in eV/Å.

Net charge = +1
Orbital gap = 9.60 eV
Relative energy (zero: lowest compared OMol25 entry of this formula, charge and spin) = 61.6 kcal per mole

=====

Formula: C32H35ClFIrN4O5S
Source: OMol25
Level of theory: the ωB97M-V functional and the def2-TZVPD basis

```
80
Properties=species:S:1:pos:R:3:forces:R:3
Ir -0.04061 0.47360 0.08117 -2.8 -1.3 1.5
O -1.24879 0.92666 1.76609 0.6 0.0 -0.2
N -1.37124 0.09104 2.79338 0.0 0.1 0.2
C -1.86023 0.58407 3.95310 0.0 0.2 0.0
C -2.00238 -0.21345 5.05189 0.0 -0.1 0.0
C -1.65827 -1.56690 4.95301 0.0 0.0 -0.1
C -1.18284 -2.04715 3.75852 0.0 0.0 0.1
C -1.01880 -1.19057 2.65775 0.1 -0.3 0.0
S -0.33283 -1.70625 1.17464 0.3 0.6 -0.8
H -2.11315 1.63293 3.92191 0.1 0.0 -0.1
H -2.37157 0.21554 5.97163 0.0 0.0 0.0
H -1.75880 -2.22377 5.80655 0.0 0.0 0.0
H -0.90546 -3.08440 3.62662 0.0 0.0 0.0
F 4.12970 -3.48087 4.06135 0.1 0.0 0.0
C 4.39555 -2.19093 3.74033 0.0 -0.1 0.0
C 3.59710 -1.58864 2.81071 -0.1 -0.1 -0.1
C 3.81967 -0.26838 2.43959 0.0 0.1 0.0
C 2.93707 0.36475 1.44703 0.1 0.0 0.0
O 2.13988 -0.30931 0.79825 0.5 -0.2 0.2
C 3.10836 1.77735 1.29386 -0.2 0.1 0.2
C 4.17126 2.38730 1.86508 0.1 -0.1 -0.1
N 5.06375 1.77226 2.69725 -0.1 0.1 0.1
C 6.20963 2.49373 3.19838 0.0 -0.1 -0.1
C 6.25800 2.91690 4.64055 0.0 0.0 0.2
C 6.06989 3.93594 3.55869 -0.1 0.1 0.0
C 4.86074 0.44376 3.04217 0.1 0.1 0.0
C 5.67207 -0.19792 3.98333 0.1 0.1 0.0
C 5.46856 -1.51972 4.34183 0.0 0.0 0.1
N 6.32804 -2.09778 5.32472 0.1 0.0 0.0
C 7.76810 -1.93102 5.13548 -0.2 -0.2 0.0
C 8.41003 -1.74667 6.51741 0.1 0.1 -0.2
N 7.50912 -2.40490 7.52446 0.0 -0.1 -0.1
C 7.03501 -3.72450 6.99181 -0.1 -0.1 -0.2
C 6.04197 -3.43412 5.85302 0.0 0.2 0.0
C 2.08853 2.63740 0.57971 -0.1 -0.1 -0.1
O 2.47130 3.66041 0.04737 -0.1 0.1 0.1
O 0.84957 2.25418 0.71667 0.3 0.1 -0.6
H 2.79193 -2.14069 2.33786 0.0 0.0 0.0
H 4.34418 3.43322 1.65037 0.0 0.0 0.1
H 7.14258 2.18174 2.74277 0.0 0.0 0.0
H 7.21194 2.87914 5.15086 0.0 0.0 0.0
H 5.40413 2.68468 5.26388 0.0 0.0 -0.1
H 6.88736 4.59901 3.31715 0.0 -0.1 0.0
H 5.09403 4.39206 3.46982 0.0 0.0 0.0
H 6.46512 0.36375 4.45643 0.0 0.0 0.0
H 7.97726 -1.06479 4.51918 0.0 0.0 0.0
H 8.19427 -2.80300 4.62357 0.0 0.0 0.0
H 8.50287 -0.69697 6.78671 -0.1 0.0 0.1
H 9.39069 -2.21446 6.56777 0.0 -0.1 0.1
H 6.68433 -1.81068 7.63001 0.0 0.1 0.0
H 7.96893 -2.49617 8.42805 0.0 0.0 0.0
H 6.56573 -4.29666 7.78680 0.0 0.1 0.1
H 7.91112 -4.26703 6.64492 0.1 0.1 0.0
H 5.02476 -3.45018 6.23408 0.0 0.0 0.0
H 6.13308 -4.22178 5.10208 0.0 0.0 0.0
Cl -4.08256 1.47373 0.20772 0.0 0.0 0.0
C -3.54202 1.18933 -1.41336 0.1 -0.1 0.0
C -3.87868 2.10567 -2.38528 -0.1 0.1 0.0
C -3.52020 1.87847 -3.70963 0.0 0.0 0.0
C -2.81212 0.73558 -4.04996 0.0 0.0 -0.1
C -2.45011 -0.16296 -3.06826 0.2 -0.1 0.2
C -2.79260 0.03270 -1.71646 -0.6 -0.1 -0.4
C -2.42942 -0.94913 -0.75419 1.7 1.3 0.3
H -4.43887 2.98919 -2.11004 0.0 0.0 0.0
H -3.80070 2.59561 -4.47107 0.0 0.0 0.0
H -2.54156 0.55053 -5.08110 0.0 0.0 0.0
H -1.88795 -1.05459 -3.31961 0.0 0.0 0.0
H -1.93429 -1.85025 -1.08713 -0.2 0.0 0.0
H -2.82536 -0.92847 0.24855 -0.2 0.0 -0.1
C 0.68216 1.96184 -3.84958 -0.1 -0.2 0.1
C 0.60785 2.12849 -2.33679 0.4 0.1 -0.1
C -0.12587 3.41285 -1.97547 -0.3 -0.2 0.0
O -0.00259 0.96483 -1.76849 0.0 0.2 -0.3
H 1.43713 2.63853 -4.25284 0.0 0.0 -0.1
H -0.28075 2.20016 -4.30626 0.0 -0.1 0.0
H 0.94532 0.93535 -4.11033 0.1 0.1 0.0
H 1.63438 2.22467 -1.96883 0.0 -0.2 0.1
H -1.10668 3.42999 -2.46097 0.0 0.0 0.0
H 0.45865 4.27063 -2.31330 0.0 0.0 0.0
H -0.25583 3.48652 -0.90003 0.0 0.1 0.0
```
Forces are in eV/Å.

Spin multiplicity = 2
Net charge = +1
Orbital gap (alpha / beta) = 4.85 / 4.84 eV
Relative energy (zero: lowest compared OMol25 entry of this formula, charge and spin) = 108.4 kcal per mole

=====

no.,E (eV)
1,-8771.3357
2,-65562.9562
3,-8771.9287
4,-78852.2141